(1)
The following is a DFT calculation (ωB97M-V/def2-TZVPD) of a cluster of 2 separate species, CH3O3S2 in total.

Geometry (Å):
1 S -0.784 -1.578 -0.018
2 O 3.092 0.441 1.295
3 H -2.647 -0.384 -0.820
4 O 2.892 -0.351 -1.034
5 O 1.433 1.447 -0.218
6 H -1.550 0.739 -0.158
7 S 2.273 0.319 0.080
8 H -2.717 -0.377 0.913
9 C -1.992 -0.257 -0.041

ΔE to the lowest compared entry with this formula, charge and spin, eV: 2.322
LUMO (spin up / spin down), eV: 3.22 / 1.87
Orbital gap (spin up / spin down), eV: 7.7244 / 5.1806
Energy, Eh: -1061.9847
Charge: -1
Maximum force, eV/A: 3.69
2S+1: 1

---

(2)
The following is a DFT calculation (ωB97M-V/def2-TZVPD) of a cluster of 3 separate species, C2H12NO2 in total.

Geometry (Å):
1 H 1.288 0.518 -1.114
2 H -1.279 -0.062 1.870
3 H -2.966 2.067 -0.560
4 C 0.833 0.650 -0.144
5 H 2.191 -2.478 -1.394
6 O 2.373 -1.669 -0.895
7 C -0.685 -0.736 1.270
8 H -1.283 -1.646 1.089
9 H 0.201 -1.173 1.703
10 O -2.114 2.016 -0.113
11 H -0.250 -1.001 -0.876
12 H 0.592 1.664 0.178
13 N -0.336 -0.290 -0.157
14 H -1.955 2.859 0.329
15 H 1.497 0.354 0.672
16 H 3.077 -1.308 -1.448
17 H -1.185 0.235 -0.411

ΔE to the lowest compared entry with this formula, charge and spin, eV: 1.001
LUMO, eV: -3.04
Orbital gap, eV: 12.5440
Energy, Eh: -288.3772
Charge: +1
Maximum force, eV/A: 3.53
2S+1: 1

---

(3)
The following is a DFT calculation (ωB97M-V/def2-TZVPD) of the molecule C15H25ClF2N2O9S3.

Geometry (Å):
1 C -0.717 -1.030 -3.484
2 H 2.499 1.419 -0.007
3 N -1.710 -1.617 -4.007
4 O 1.166 -0.442 3.141
5 O -5.586 1.738 1.839
6 H -2.573 -1.372 0.861
7 H -2.315 0.934 -1.128
8 H -0.390 -0.334 1.157
9 C 4.469 1.074 -1.725
10 H -2.031 -2.933 2.429
11 S -4.819 2.437 0.860
12 S 2.032 0.120 2.166
13 C -0.605 -0.397 -0.980
14 H -1.163 -1.489 2.958
15 H -0.985 -2.557 0.061
16 O 3.446 0.064 2.308
17 N -0.094 -2.293 0.455
18 F 1.632 1.608 2.014
19 H -2.535 2.482 0.299
20 Cl -5.163 1.611 -0.967
21 S 0.114 1.187 -1.401
22 C 3.717 -0.021 -0.948
23 C 5.217 2.583 -0.088
24 O -0.446 1.744 -2.584
25 C 0.017 -2.914 1.776
26 H 4.321 -0.266 -0.081
27 C 1.643 -0.533 0.466
28 H -1.785 0.689 2.007
29 H 1.010 -2.747 2.186
30 C -2.761 0.650 1.525
31 H -0.037 -3.991 1.605
32 H 4.919 0.656 -2.620
33 C -1.068 -2.558 2.787
34 C 0.101 -0.856 0.335
35 H 3.607 -0.888 -1.598
36 H -1.881 -1.261 -4.946
37 H -2.602 -0.662 -1.693
38 O 5.568 1.598 -0.950
39 C -2.852 -0.415 0.423
40 H 0.794 -1.630 -2.119
41 H -3.466 0.356 2.305
42 O 0.105 1.981 -0.203
43 O 4.963 3.680 -0.423
44 H 3.820 1.897 -2.020
45 C -2.122 -0.109 -0.885
46 C 2.346 0.466 -0.507
47 C -3.104 2.089 1.140
48 H -2.884 2.745 1.985
49 F 2.349 -1.709 0.450
50 O 1.599 0.736 -1.716
51 H -0.159 -0.262 -4.016
52 H -0.866 -3.069 3.726
53 O -4.977 3.845 0.694
54 C -0.274 -1.415 -2.102
55 H -0.775 -2.355 -1.885
56 H -3.906 -0.521 0.171
57 H 5.197 2.257 0.958

LUMO, eV: 0.26
SMILES: [H]/N=C/C[C@@]1(CCCCS(=O)(=O)Cl)[C@@H](NCC)[C@](F)(S(=O)(=O)F)[C@@H](CCOC=O)OS1(=O)=O
Orbital gap, eV: 10.1753
Energy, Eh: -3227.6548
Charge: 0
Maximum force, eV/A: 1.61
2S+1: 1

---

Repeat the third record exactly.
The following is a DFT calculation (ωB97M-V/def2-TZVPD) of the molecule C15H25ClF2N2O9S3.

Geometry (Å):
1 C -0.717 -1.030 -3.484
2 H 2.499 1.419 -0.007
3 N -1.710 -1.617 -4.007
4 O 1.166 -0.442 3.141
5 O -5.586 1.738 1.839
6 H -2.573 -1.372 0.861
7 H -2.315 0.934 -1.128
8 H -0.390 -0.334 1.157
9 C 4.469 1.074 -1.725
10 H -2.031 -2.933 2.429
11 S -4.819 2.437 0.860
12 S 2.032 0.120 2.166
13 C -0.605 -0.397 -0.980
14 H -1.163 -1.489 2.958
15 H -0.985 -2.557 0.061
16 O 3.446 0.064 2.308
17 N -0.094 -2.293 0.455
18 F 1.632 1.608 2.014
19 H -2.535 2.482 0.299
20 Cl -5.163 1.611 -0.967
21 S 0.114 1.187 -1.401
22 C 3.717 -0.021 -0.948
23 C 5.217 2.583 -0.088
24 O -0.446 1.744 -2.584
25 C 0.017 -2.914 1.776
26 H 4.321 -0.266 -0.081
27 C 1.643 -0.533 0.466
28 H -1.785 0.689 2.007
29 H 1.010 -2.747 2.186
30 C -2.761 0.650 1.525
31 H -0.037 -3.991 1.605
32 H 4.919 0.656 -2.620
33 C -1.068 -2.558 2.787
34 C 0.101 -0.856 0.335
35 H 3.607 -0.888 -1.598
36 H -1.881 -1.261 -4.946
37 H -2.602 -0.662 -1.693
38 O 5.568 1.598 -0.950
39 C -2.852 -0.415 0.423
40 H 0.794 -1.630 -2.119
41 H -3.466 0.356 2.305
42 O 0.105 1.981 -0.203
43 O 4.963 3.680 -0.423
44 H 3.820 1.897 -2.020
45 C -2.122 -0.109 -0.885
46 C 2.346 0.466 -0.507
47 C -3.104 2.089 1.140
48 H -2.884 2.745 1.985
49 F 2.349 -1.709 0.450
50 O 1.599 0.736 -1.716
51 H -0.159 -0.262 -4.016
52 H -0.866 -3.069 3.726
53 O -4.977 3.845 0.694
54 C -0.274 -1.415 -2.102
55 H -0.775 -2.355 -1.885
56 H -3.906 -0.521 0.171
57 H 5.197 2.257 0.958

LUMO, eV: 0.26
SMILES: [H]/N=C/C[C@@]1(CCCCS(=O)(=O)Cl)[C@@H](NCC)[C@](F)(S(=O)(=O)F)[C@@H](CCOC=O)OS1(=O)=O
Orbital gap, eV: 10.1753
Energy, Eh: -3227.6548
Charge: 0
Maximum force, eV/A: 1.61
2S+1: 1

---

What is the formula in the first record? CH3O3S2